No. 1
{
  "formula": "C27H59N5O8",
  "method": "ωB97M-V with the def2-TZVPD basis set",
  "elements": ["C", "N", "C", "C", "O", "H", "H", "H", "H", "H", "H", "H", "C", "N", "C", "C", "O", "H", "H", "H", "H", "H", "H", "H", "C", "N", "C", "C", "O", "H", "H", "H", "H", "H", "H", "H", "C", "N", "C", "C", "O", "H", "H", "H", "H", "H", "H", "H", "C", "N", "C", "C", "O", "H", "H", "H", "H", "H", "H", "H", "C", "C", "C", "O", "C", "H", "H", "H", "H", "H", "H", "H", "H", "C", "C", "C", "O", "C", "H", "H", "H", "H", "H", "H", "H", "H", "C", "C", "C", "O", "C", "H", "H", "H", "H", "H", "H", "H", "H"],
  "xyz": [[17.140, 12.612, 8.896], [17.692, 13.967, 9.115], [18.927, 14.361, 8.542], [17.187, 14.744, 10.074], [17.727, 15.778, 10.429], [17.785, 11.851, 9.336], [17.054, 12.416, 7.804], [16.173, 12.531, 9.461], [19.304, 15.194, 9.154], [19.788, 13.621, 8.699], [18.915, 14.557, 7.503], [16.171, 14.353, 10.518], [8.846, 8.783, 10.431], [9.722, 9.936, 10.199], [9.302, 11.194, 10.875], [10.451, 9.952, 9.095], [10.616, 8.975, 8.387], [9.531, 7.949, 10.325], [8.030, 8.680, 9.706], [8.500, 8.870, 11.444], [9.501, 11.155, 11.981], [9.832, 12.057, 10.497], [8.229, 11.523, 10.715], [10.867, 10.914, 8.801], [13.213, 17.010, 10.230], [12.346, 15.847, 10.186], [12.651, 14.819, 9.243], [11.371, 15.655, 11.094], [10.763, 14.595, 11.185], [13.283, 17.441, 9.203], [14.260, 16.642, 10.455], [12.848, 17.756, 10.905], [11.809, 14.089, 9.215], [12.984, 15.250, 8.330], [13.519, 14.186, 9.583], [11.307, 16.431, 11.833], [18.750, 18.804, 10.596], [17.886, 19.247, 11.653], [17.619, 20.670, 11.868], [17.477, 18.343, 12.574], [17.038, 18.622, 13.689], [19.033, 17.761, 10.856], [19.541, 19.571, 10.677], [18.333, 18.838, 9.579], [18.541, 21.133, 12.259], [17.343, 21.174, 10.900], [16.854, 20.802, 12.554], [17.620, 17.233, 12.328], [13.396, 14.718, 14.452], [13.016, 13.674, 13.537], [11.910, 12.846, 14.059], [13.571, 13.546, 12.283], [14.416, 14.279, 11.864], [14.122, 15.347, 13.960], [13.723, 14.289, 15.451], [12.494, 15.275, 14.694], [11.711, 12.036, 13.298], [12.245, 12.463, 15.064], [10.992, 13.388, 14.238], [13.010, 12.832, 11.682], [6.946, 18.796, 15.718], [7.457, 17.846, 16.773], [6.198, 17.426, 17.503], [5.273, 17.272, 16.391], [5.637, 18.155, 15.339], [7.563, 19.121, 14.890], [6.625, 19.757, 16.282], [8.161, 18.279, 17.572], [8.010, 16.937, 16.348], [5.821, 18.151, 18.268], [6.252, 16.406, 17.974], [4.837, 18.822, 15.095], [5.676, 17.578, 14.380], [7.276, 12.657, 14.214], [7.204, 13.912, 13.374], [8.510, 14.677, 13.810], [8.983, 14.041, 14.980], [8.039, 13.118, 15.437], [7.976, 11.898, 13.704], [6.258, 12.347, 14.529], [6.380, 14.554, 13.725], [7.105, 13.754, 12.301], [8.350, 15.777, 14.109], [9.390, 14.631, 13.102], [7.376, 13.625, 16.127], [8.569, 12.348, 16.014], [11.903, 19.659, 14.119], [12.003, 18.125, 14.109], [10.617, 17.772, 14.624], [9.703, 18.689, 13.978], [10.448, 19.905, 13.700], [12.701, 20.205, 13.640], [11.981, 19.943, 15.186], [12.827, 17.791, 14.746], [12.117, 17.643, 13.147], [10.472, 18.060, 15.657], [10.185, 16.718, 14.462], [9.955, 20.680, 14.307], [10.203, 20.081, 12.584]]
}

No. 2
{
  "formula": "C2H9NO4",
  "method": "ωB97M-V with the def2-TZVPD basis set",
  "elements": ["C", "N", "C", "O", "O", "H", "H", "H", "H", "H", "O", "H", "H", "O", "H", "H"],
  "xyz": [[1.226, -0.298, -1.616], [0.375, 0.508, -0.764], [0.458, 0.507, 0.607], [-0.439, 0.870, 1.331], [1.581, 0.005, 1.148], [2.188, 0.199, -1.788], [0.734, -0.358, -2.594], [1.343, -1.316, -1.244], [-0.419, 1.047, -1.074], [2.275, -0.054, 0.478], [-2.335, 1.723, -0.454], [-3.009, 2.343, -0.153], [-1.867, 1.402, 0.341], [-1.021, -2.421, 1.869], [-0.399, -2.444, 2.607], [-0.692, -1.712, 1.307]]
}

Calculated frontier orbital gap in order - 9.330; 10.730 eV
Calculated max |F| in order - 3.449; 1.521 eV/Å